1.
ORCA calculation (wB97M-V/def2-TZVPD) on a molecular structure, C32H23Br4F6N4O6S3Ti in a non-equilibrium geometry.

Summary:
- highest occupied orbital energy (eV) = -5.0
- lowest unoccupied orbital energy (eV) = 1.92
- gap between HOMO and LUMO (eV) = 6.886
- maximum force (hartree/bohr) = 0.0515
- total charge = -1
- energy above the lowest of the compared OMol25 structures with the same formula, charge and spin (kcal/mol) = 0.0

XYZ file:
```
79
Properties=species:S:1:pos:R:3:forces:R:3
Br 0.138907 -5.883752 -3.125317 -0.566 -0.538 -0.589
Br 5.360406 -5.306218 -0.729638 -0.985 0.611 -0.122
Br 3.238726 -7.173305 -2.305938 -0.499 0.002 -0.208
Br 4.200166 -2.297304 0.477193 0.410 0.039 0.189
Ti 0.051321 -0.924050 -1.833412 -1.136 -1.037 -1.399
S -1.678968 0.045815 -4.950275 -0.099 -0.478 -0.088
S 0.559478 -0.472968 6.810757 0.575 -0.301 -0.253
S -3.003817 2.415100 -3.831445 -0.533 0.703 0.151
F 1.491872 2.359838 -3.194189 -0.164 0.732 0.652
F 2.075690 -0.880503 -5.768143 0.754 0.520 0.032
F 2.912494 2.173649 -4.818062 0.021 0.289 -0.061
F 3.004398 -1.933171 -4.163549 0.743 0.515 -0.215
F 4.099911 -0.210022 -5.087679 -0.966 -0.982 0.002
F 0.849767 1.595560 -5.064345 -0.082 -0.202 -0.427
O 0.289174 0.613268 -0.614825 0.274 0.576 0.905
O 1.511581 -1.609315 -0.810056 0.829 -1.173 0.508
O 1.056535 -0.355531 -3.284679 0.177 -0.083 -0.010
O 0.894277 1.060353 1.855243 -0.153 0.315 -0.328
O -1.737881 -1.372561 -0.791829 0.184 0.324 2.513
O 0.126874 -2.886310 -2.456435 0.089 -0.048 0.355
N 0.080900 -2.652028 2.850918 -1.456 0.450 0.446
N -1.405578 1.810825 -1.533189 -0.177 0.342 0.394
N -1.247394 0.847688 -2.512387 -0.369 0.701 0.004
N -1.777265 3.520133 6.978653 0.974 -0.774 0.245
C -2.329156 2.331744 6.719656 1.346 -0.213 0.055
C -1.065321 3.875551 3.003557 -0.059 -0.162 0.255
C -1.911279 1.105479 -3.574422 0.715 -1.124 -0.420
C -0.258442 1.061817 6.868985 -1.262 1.021 -0.110
C 3.577243 -4.601623 -1.168171 1.033 -2.130 0.264
C 0.021171 2.088056 1.818363 0.320 0.268 1.220
C -0.573035 1.596099 -0.561290 -0.329 -0.334 -0.511
C -3.254718 2.056698 -5.602929 -0.027 -0.442 0.316
C -1.667812 4.292569 1.837589 -0.525 -0.745 -1.685
C 0.172695 -1.062121 5.153156 2.010 0.280 0.090
C -1.930454 -1.598111 -1.959345 0.267 0.530 -1.813
C -3.237389 -2.084199 -2.455980 -1.006 -0.300 -1.378
C 2.243603 0.221772 -3.652112 -0.307 -0.032 0.239
C 2.881748 -0.702110 -4.694910 -0.390 -0.142 -0.141
C 1.153717 -3.543263 -1.989066 0.058 -0.645 -0.078
C -0.196959 2.810787 3.028503 1.008 -0.800 -0.449
C -0.903689 -2.683939 3.797637 1.782 -0.231 -0.895
C -0.858653 -1.936644 4.963162 -1.950 -1.535 -0.155
C 3.211322 0.398640 -2.485301 0.819 1.005 1.209
C -0.456573 3.446087 7.203398 0.164 -0.174 -0.335
C 0.337328 2.283937 7.165313 -0.133 0.371 -0.201
C -1.486318 3.575819 0.654388 0.036 -0.259 0.253
C -1.633647 1.125682 6.642413 -0.983 -0.277 -0.088
C 1.439822 -4.893867 -2.283301 0.995 0.827 0.819
C 1.013758 -1.716558 2.970192 -0.842 0.132 2.507
C 1.154123 -0.932502 4.147601 -0.335 0.340 -0.083
C 2.672414 -5.418391 -1.872636 0.555 0.494 -0.017
C -3.227346 0.527715 -5.746674 0.845 0.968 0.154
C -0.656213 2.426954 0.651049 -0.604 1.081 -0.326
C 3.199335 -3.393715 -0.660297 -1.261 1.594 -0.319
C 1.860806 1.589443 -4.202382 0.729 0.057 -0.410
C 1.982459 -2.849213 -1.089461 -0.316 0.826 -0.159
H 0.416741 2.504691 3.911154 -0.886 0.282 -0.718
H 2.679525 0.765097 -1.575504 0.189 -0.285 -0.876
H -2.435410 2.547177 -6.117954 0.175 -0.265 -0.296
H -3.364091 2.337665 6.555903 -1.392 -0.045 -0.268
H -1.654245 -3.455006 3.661456 -0.046 0.138 -0.041
H -1.400517 4.379302 3.879450 0.329 0.288 0.881
H -2.036396 3.843698 -0.265371 0.480 -0.218 0.622
H 0.908435 0.729726 0.920545 0.223 -0.427 0.216
H -2.239012 0.232802 6.402272 0.627 0.466 0.176
H -3.531281 -1.685535 -3.479877 0.659 -0.313 1.281
H -1.652794 -2.235549 5.683912 0.877 0.852 -0.183
H 0.037628 4.392507 7.348928 0.129 0.211 0.197
H -4.172491 2.509017 -5.961135 -0.328 0.031 0.237
H 1.415351 2.374304 7.269451 -0.180 -0.050 0.159
H -3.151758 0.219564 -6.771066 -0.005 -0.113 -0.623
H -4.062800 0.031036 -5.285618 -0.473 -0.004 0.259
H 4.114542 1.064252 -2.613496 -1.165 -0.499 -0.481
H -2.412407 5.066858 1.835000 -0.004 0.406 0.153
H 3.617701 -0.560124 -2.225091 0.063 -0.588 0.172
H -3.089255 -3.166449 -2.613668 -0.142 0.224 0.106
H 1.715734 -1.638920 2.201993 1.050 0.083 -1.184
H 2.012630 -0.224509 4.274176 -0.969 -0.821 -0.176
H -4.081961 -1.915365 -1.759491 0.587 -0.097 -0.114
```
Forces are in eV/Å.

Atomic partial charges in e from the Löwdin method, atoms 1 to 5:
1 Br 0.792
2 Br 0.605
3 Br 0.671
4 Br 0.793
5 Ti 1.114


2.
ORCA calculation (wB97M-V/def2-TZVPD) on a single C5H7NO molecule in a non-equilibrium geometry.

Summary:
- highest occupied orbital energy (eV) = -9.2
- lowest unoccupied orbital energy (eV) = 0.98
- gap between HOMO and LUMO (eV) = 10.152
- structure (SMILES) = O=C1CN2CC[C@@H]12
- maximum force (hartree/bohr) = 0.0483
- energy above the lowest of the compared OMol25 structures with the same formula, charge and spin (kcal/mol) = 84.5

XYZ file:
```
14
Properties=species:S:1:pos:R:3:forces:R:3
O 1.206938 1.822750 -1.257700 0.010 -0.511 0.382
N 0.231549 -1.132019 0.111981 0.115 0.052 -0.103
C -1.143612 0.477912 -0.082763 0.344 1.112 0.750
C -0.943084 -0.649948 0.924554 -0.043 0.037 0.155
C 1.393361 -0.229576 0.282288 0.504 0.115 0.300
C -0.213520 -0.266389 -1.042642 0.488 0.798 -0.398
C 0.876937 0.780036 -0.755202 1.217 -0.750 -1.586
H -0.369681 1.269140 0.312811 -2.421 -0.557 -0.004
H -1.701337 -1.437862 0.997899 0.113 0.231 -0.224
H -0.706639 -0.289812 1.933204 0.053 -0.302 -0.098
H -2.038451 1.010665 -0.398439 -0.089 -0.298 0.190
H -0.351114 -0.682739 -2.042390 -0.508 0.165 0.330
H 1.703174 -0.019960 1.304977 0.049 0.210 -0.021
H 2.229494 -0.635007 -0.295378 0.170 -0.302 0.328
```
Forces are in eV/Å.

Atomic partial charges in e from the Löwdin method, atoms 1 to 5:
1 O 0.084
2 N -0.058
3 C -0.093
4 C -0.143
5 C -0.087


3.
ORCA calculation (wB97M-V/def2-TZVPD) on 2 unconnected molecules or ions with the total composition C17H29OSi in a non-equilibrium geometry.

Summary:
- highest occupied orbital energy (eV) = -11.7
- lowest unoccupied orbital energy (eV) = -5.40
- gap between HOMO and LUMO (eV) = 6.317
- maximum force (hartree/bohr) = 0.0359
- total charge = +1
- energy above the lowest of the compared OMol25 structures with the same formula, charge and spin (kcal/mol) = 33.0

XYZ file:
```
48
Properties=species:S:1:pos:R:3:forces:R:3
Si 0.180851 -0.034657 -4.302417 0.381 0.359 0.074
O 0.703951 0.881919 -2.969671 -0.518 0.125 0.633
C -1.206905 0.320831 3.149849 0.179 0.519 -0.226
C -0.013050 2.525489 -1.370671 -0.230 0.239 0.064
C -1.084550 -1.195404 1.181429 -0.677 -0.039 1.718
C 1.575424 1.916525 5.190117 0.261 -0.062 0.003
C 0.093303 0.105324 -0.781133 0.479 1.204 -0.978
C 0.911210 -0.828692 2.631354 -0.064 -0.112 0.216
C 1.541736 -0.008222 3.557519 0.101 -0.261 -0.170
C -0.523970 1.106514 4.064787 -0.531 -0.248 -0.181
C -2.699356 0.436875 3.060443 -0.232 0.099 0.168
C 1.604219 -1.171118 -4.709919 -0.074 -0.103 -0.007
C -1.376189 -0.921849 -3.803030 -0.164 -0.139 -0.034
C 0.858667 0.994082 4.253065 -0.065 -0.058 -0.112
C 0.220872 1.087628 -1.720902 0.444 -0.867 0.151
C -0.107014 1.186582 -5.687379 -0.091 -0.049 0.003
C 1.713737 -1.882572 1.942559 0.566 -0.171 0.007
C -0.481720 -0.621870 2.328912 -0.035 -0.033 -0.295
C -0.888294 -2.557385 0.640338 0.031 -0.414 -0.400
H -1.973723 -0.696253 0.779271 0.312 -0.062 0.357
H 0.903267 3.113725 -1.538539 -0.328 -0.234 -0.047
H 1.757051 -1.734128 0.855714 -0.055 -0.054 0.230
H 0.832163 1.656565 -6.008178 -0.186 -0.131 0.101
H -3.189400 -0.524122 3.274285 0.165 0.251 -0.089
H -2.167212 -0.208522 -3.529056 0.182 -0.184 -0.070
H -1.848280 -2.893651 0.219370 0.293 0.128 0.106
H -0.127935 0.489570 0.213806 0.260 -0.328 -0.429
H -0.543632 0.676969 -6.557754 0.098 0.125 0.142
H -0.826082 2.963087 -1.973905 0.363 -0.155 0.100
H -0.171050 -2.599568 -0.190070 -0.115 -0.053 0.254
H 2.471481 -0.599858 -5.070670 -0.241 -0.133 0.095
H 1.324113 -2.888087 2.146641 0.084 0.272 -0.072
H -3.040037 0.773669 2.072117 0.086 -0.050 0.154
H 1.920674 -1.747654 -3.829794 -0.076 0.088 -0.206
H 1.207953 1.811397 6.218767 0.010 -0.034 -0.222
H -1.086650 1.827789 4.662016 0.163 -0.230 -0.159
H 1.424267 2.963811 4.900279 -0.042 -0.210 0.008
H 2.608935 -0.154725 3.749226 -0.377 0.074 -0.119
H -0.564379 -3.272953 1.407135 -0.046 0.334 -0.220
H -0.289690 2.605271 -0.311445 0.064 0.070 -0.287
H 2.649328 1.707818 5.177516 -0.196 0.096 0.091
H -1.737339 -1.521235 -4.652236 0.031 0.118 0.253
H -0.796465 1.985981 -5.385424 0.110 -0.182 -0.053
H 0.443870 -0.909334 -0.968872 -0.159 0.474 0.009
H -1.209987 -1.595321 -2.950572 -0.061 0.126 -0.223
H 2.740697 -1.852368 2.323844 -0.211 -0.038 -0.183
H -3.044334 1.161408 3.808750 -0.024 -0.195 -0.308
H 1.309472 -1.879284 -5.497474 0.133 0.129 0.154
```
Forces are in eV/Å.

Atomic partial charges in e from the Löwdin method, atoms 1 to 5:
1 Si 0.439
2 O -0.125
3 C -0.171
4 C -0.019
5 C 0.005


4.
ORCA calculation (wB97M-V/def2-TZVPD) on a gas-phase ion, C29H37N6O (charge +1) in a non-equilibrium geometry.

Summary:
- highest occupied orbital energy (eV) = -10.4
- lowest unoccupied orbital energy (eV) = -2.73
- gap between HOMO and LUMO (eV) = 7.668
- maximum force (hartree/bohr) = 0.0927
- total charge = +1
- energy above the lowest of the compared OMol25 structures with the same formula, charge and spin (kcal/mol) = 80.0

XYZ file:
```
73
Properties=species:S:1:pos:R:3:forces:R:3
O -0.915045 -2.726273 4.602036 0.343 1.102 -1.410
N 3.721469 -1.807872 -2.020978 2.983 -0.545 1.231
N -0.385039 -0.699429 -2.628859 -1.986 -3.397 -2.689
N 4.830191 -1.964505 -1.760583 -3.352 0.563 -1.020
N 0.031869 -1.260186 1.543658 0.430 -0.240 -0.133
N 2.493180 -1.625287 -2.063961 0.501 -0.157 -0.380
N 0.169292 -0.849196 3.760442 -0.648 -0.894 -0.090
C 1.277475 2.473412 -1.748809 -0.121 0.291 -0.127
C -1.487910 -0.180266 -3.586884 0.165 -0.026 0.329
C 2.674403 3.437584 -3.470519 0.037 -0.247 0.149
C -2.278947 -2.186154 1.817189 -0.189 -0.074 0.424
C 0.374623 -0.204169 5.036945 -0.010 0.083 0.291
C -3.936448 1.631716 2.950751 0.084 -0.101 -0.078
C 2.088295 -0.036667 2.447541 -0.379 -0.343 0.008
C 0.177345 0.269649 -1.812331 1.956 3.616 1.622
C 0.414504 -1.824826 -3.404836 -0.147 -0.576 0.626
C -3.190076 0.105946 1.220015 0.171 0.053 0.454
C -3.690146 1.353920 1.601925 -0.047 -0.051 0.004
C -2.886856 -0.856119 2.191847 -0.471 0.070 -0.233
C -0.145712 -1.828767 -4.822433 0.498 0.225 -0.143
C 0.739221 -0.226472 -0.509212 0.355 -0.742 -0.030
C 0.110234 -1.205343 0.184297 0.267 1.014 0.633
C -3.705482 0.646042 3.916529 0.055 -0.023 -0.193
C 1.097862 1.309150 -2.495976 -0.153 -0.392 -0.045
C 2.314504 1.392861 2.938732 0.480 0.446 -0.031
C -0.544968 -2.013186 3.665450 0.123 -0.302 0.893
C 0.549324 -0.247538 2.483803 -0.104 -0.076 0.160
C -1.505364 -1.125642 -4.790562 -0.171 0.025 -0.159
C 2.554530 2.247305 -4.187294 -0.227 0.033 -0.075
C 2.006211 3.549967 -2.248653 0.079 -0.200 0.156
C 1.720351 1.204855 -3.741899 0.116 0.724 0.063
C 1.927950 -1.809484 -3.391972 0.681 -0.387 -0.990
C -3.197370 -0.594422 3.532150 -0.009 0.069 0.031
C -0.072210 1.165357 2.335036 -0.119 -0.495 -0.233
C -0.790379 -2.265950 2.176993 0.515 -0.813 0.348
C 0.947778 2.115752 2.951411 -0.082 0.420 0.200
H 3.297023 4.261868 -3.840854 -0.339 -0.443 0.134
H -3.031824 -0.133532 0.163789 0.011 0.137 0.272
H -3.924792 0.831538 4.970752 0.023 -0.009 -0.376
H 0.659741 2.363265 3.982924 0.081 -0.005 -0.323
H -0.905848 -1.304791 -1.994249 -0.105 0.131 0.195
H -0.677233 0.895407 -1.460737 0.151 -0.319 -0.558
H 0.368579 -0.975011 5.816192 0.032 0.191 -0.231
H 0.779842 2.531015 -0.776024 0.197 0.190 -0.274
H -1.056576 1.189204 2.819270 0.236 0.043 -0.156
H 2.313987 -1.085045 -4.132258 -0.020 -0.450 0.612
H 2.065478 4.465525 -1.664596 0.052 -0.161 -0.129
H -0.179546 -2.864940 -5.187748 -0.130 0.417 0.000
H 0.989722 3.061520 2.397441 0.002 -0.170 0.188
H -3.053571 -1.385589 4.274921 0.027 0.342 -0.219
H -3.895455 2.107362 0.837201 0.010 -0.212 0.293
H -0.398633 -3.269698 1.937221 -0.250 0.195 0.142
H -0.221255 1.359808 1.265407 0.030 0.035 0.199
H 2.576404 -0.792522 3.076971 -0.112 0.164 -0.223
H -2.334909 -1.838146 -4.737150 0.181 0.118 0.106
H 1.335381 0.318464 5.037329 -0.204 -0.164 0.148
H 2.763210 1.400628 3.940403 -0.040 0.039 -0.302
H 0.121319 -2.773308 -2.902489 -0.037 0.745 -0.048
H 3.012399 1.921750 2.277989 -0.065 -0.132 0.197
H -2.437218 -0.170746 -3.012381 0.617 0.063 -0.356
H 2.445283 -0.175284 1.425616 0.076 -0.030 0.259
H 1.575772 0.354646 -4.402964 -0.095 0.536 0.229
H -1.212570 0.845321 -3.848148 0.008 -0.214 0.053
H 1.650414 0.264316 -0.148859 -1.035 0.201 0.006
H -2.778413 -2.981716 2.390647 0.121 0.096 -0.296
H -0.406695 -2.040364 -0.310897 -0.420 0.510 0.167
H 2.223409 -2.798278 -3.815084 -0.276 0.358 0.301
H -2.404818 -2.388924 0.747488 -0.073 -0.017 0.159
H -1.632495 -0.543963 -5.708955 -0.144 -0.145 0.188
H 3.097530 2.133211 -5.125936 -0.235 0.027 0.178
H 0.549507 -1.268692 -5.471121 -0.271 -0.244 0.128
H -0.432965 0.514231 5.259390 0.257 -0.183 -0.104
H -4.328844 2.605707 3.248512 0.117 -0.293 -0.121
```
Forces are in eV/Å.

Atomic partial charges in e from the Löwdin method, atoms 1 to 5:
1 O 0.067
2 N -0.179
3 N -0.004
4 N 0.242
5 N 0.012


Question: Look up the energy above the lowest of the compared OMol25 structures with the same formula, charge and spin of the first one.
Answer: 0.0 kcal/mol


Question: The highest highest occupied orbital energy belongs to which entry?
Answer: C32H23Br4F6N4O6S3Ti


Question: Which formula does entry 1 have?
Answer: C32H23Br4F6N4O6S3Ti


Question: Which of these has the lowest highest occupied orbital energy?
Answer: C17H29OSi